# 1
Here is 2 unconnected molecules or ions with the total composition C3H11NO in a non-equilibrium geometry from the Open Molecules 2025 dataset. Energies are from wB97M-V/def2-TZVPD.

Computed properties:
SMILES   CCCN.O
Lowest unoccupied orbital energy   1.0 eV
ΔE to the lowest compared entry with this formula, charge and spin   143.3 kJ/mol
Multiplicity   1
Gap between HOMO and LUMO   10.3 eV

Last column: natural (NBO) charge in e.
Atoms and positions in Å:
1 C 1.5659 0.8881 0.2911  -0.22
2 C 1.2910 1.4850 -1.1068  -0.43
3 C 0.6783 0.2760 -1.9885  -0.61
4 N 0.4281 0.1931 0.9604  -0.83
5 H 1.8842 1.6150 1.1240  0.20
6 H 2.3490 0.0627 0.1792  0.18
7 H 2.0849 2.0686 -1.4315  0.21
8 H 0.6110 2.3458 -0.9231  0.19
9 H 1.1257 -0.6315 -1.6274  0.21
10 H 0.9163 0.4995 -3.1194  0.21
11 H -0.3521 0.3073 -1.8772  0.21
12 H -0.1683 -0.3647 0.3999  0.35
13 H -0.2436 0.9531 1.1897  0.33
14 H -3.5602 -3.8152 3.0271  0.48
15 H -4.6092 -2.6164 2.6406  0.47
16 O -4.0010 -3.2664 2.2618  -0.95

***

# 2
Here is 7 unconnected molecules or ions with the total composition C8H22B3Cl12N3O3S in a non-equilibrium geometry from the Open Molecules 2025 dataset. Energies are from wB97M-V/def2-TZVPD.

Computed properties:
SMILES   NC(N)(N)CB1OBOB(S)O1.ClCCl.ClCCl.ClCCl.ClCCl.ClCCl.ClCCl
Lowest unoccupied orbital energy   -0.1 eV
Multiplicity   1
Gap between HOMO and LUMO   9.4 eV

Last column: natural (NBO) charge in e.
Atoms and positions in Å:
1 N 3.6610 0.9577 1.6335  -0.87
2 C 2.2259 1.4959 1.4583  0.45
3 N 1.8319 2.0619 2.8034  -0.89
4 N 2.3491 2.5661 0.3553  -0.85
5 C 1.3288 0.2257 0.9423  -0.88
6 B -0.2979 0.4618 0.9603  1.25
7 O -1.1169 -0.3371 1.9341  -0.94
8 B -1.8209 0.6963 2.7737  1.01
9 O -2.7230 1.6373 2.0360  -0.91
10 B -1.8366 2.2647 1.0081  0.95
11 S -1.6608 4.1587 0.9054  -0.24
12 O -1.0613 1.3862 0.0897  -0.95
13 H 4.3477 1.7283 1.4489  0.37
14 H 3.8230 0.1271 1.0153  0.37
15 H 1.9499 1.3836 3.5867  0.39
16 H 0.8957 2.5222 2.7990  0.36
17 H 2.9931 3.3073 0.7288  0.36
18 H 1.4102 3.0559 0.2741  0.35
19 H 1.6409 0.0323 -0.1922  0.27
20 H 1.5683 -0.7836 1.5075  0.27
21 H -1.6847 0.7194 3.9624  -0.09
22 H -0.5195 4.3276 0.0609  0.18
23 C -2.8322 0.0505 -2.8256  -0.40
24 Cl -4.5876 0.1808 -2.9892  -0.02
25 Cl -2.2995 -1.6257 -3.0031  -0.03
26 H -2.3567 0.6588 -3.5987  0.22
27 H -2.5390 0.4142 -1.8377  0.24
28 C -3.2256 -2.3854 -6.5031  -0.40
29 Cl -3.6755 -1.4145 -7.9102  -0.03
30 Cl -3.6102 -4.0918 -6.7585  -0.03
31 H -2.1514 -2.2847 -6.3301  0.22
32 H -3.7752 -2.0235 -5.6306  0.23
33 C 0.1654 -3.4073 0.8674  -0.40
34 Cl 1.2971 -4.1006 2.0350  -0.03
35 Cl 1.0145 -2.4395 -0.3441  -0.02
36 H -0.3686 -4.2175 0.3651  0.23
37 H -0.5463 -2.7693 1.3973  0.23
38 C 4.3219 -2.5400 -2.7550  -0.40
39 Cl 3.1075 -3.8070 -2.5432  -0.01
40 Cl 4.0617 -1.2128 -1.6166  -0.03
41 H 5.3137 -2.9657 -2.5846  0.22
42 H 4.2572 -2.1520 -3.7746  0.22
43 C -2.3509 -5.3723 3.5027  -0.40
44 Cl -3.0044 -6.8619 4.1949  -0.02
45 Cl -2.1917 -5.5031 1.7470  -0.03
46 H -3.0247 -4.5450 3.7383  0.22
47 H -1.3661 -5.1808 3.9359  0.23
48 C 0.7032 7.2349 1.4512  -0.40
49 Cl -1.0521 7.3652 1.2876  -0.01
50 Cl 1.2359 5.5587 1.2737  -0.03
51 H 1.1787 7.8432 0.6780  0.23
52 H 0.9965 7.5987 2.4391  0.23